one.
Entry from OMol25: a structure of composition C3H12AlN6O3 (the ωB97M-V functional and the def2-TZVPD basis).

Element x y z (Å)
Al  -2.11  -0.78  0.93
C  1.56  -0.55  0.03
O  0.57  -0.07  0.62
N  1.73  -1.86  -0.26
N  2.50  0.31  -0.42
H  0.95  -2.50  -0.24
H  2.51  -2.15  -0.83
H  2.44  1.24  -0.04
H  3.15  0.02  -1.13
C  -0.89  -1.80  -2.91
O  -1.12  -1.28  -1.79
N  -0.59  -3.11  -3.12
N  -1.25  -1.11  -4.01
H  -0.25  -3.42  -4.01
H  -0.55  -3.64  -2.26
H  -1.29  -1.60  -4.90
H  -1.42  -0.12  -3.91
C  -0.97  2.42  3.24
O  -1.16  1.54  2.38
N  -1.37  3.70  3.17
N  -0.03  2.18  4.22
H  -2.11  4.01  2.54
H  -1.16  4.35  3.92
H  0.46  2.97  4.62
H  0.38  1.25  4.15

Charge: +3
Kohn-Sham gap in hartree: 0.102

two.
Entry from OMol25: a structure of composition C3H12AlN6O3 (the ωB97M-V functional and the def2-TZVPD basis).

Element x y z (Å)
Al  -8.23  11.40  -12.41
C  -4.71  10.56  -10.81
O  -5.66  10.77  -11.52
N  -3.59  10.24  -11.33
N  -4.69  10.42  -9.58
H  -2.83  10.77  -10.92
H  -3.56  10.28  -12.34
H  -3.84  9.98  -9.24
H  -5.49  10.46  -8.97
C  -5.82  14.31  -11.42
O  -6.25  13.45  -12.12
N  -5.15  14.08  -10.35
N  -5.91  15.54  -11.77
H  -5.19  13.14  -9.97
H  -4.97  14.87  -9.76
H  -6.44  15.81  -12.59
H  -5.39  16.26  -11.28
C  -5.08  11.66  -14.79
O  -6.27  11.40  -14.50
N  -4.29  12.35  -14.03
N  -4.37  11.06  -15.62
H  -4.55  12.58  -13.08
H  -3.32  12.14  -14.22
H  -3.38  11.11  -15.84
H  -4.90  10.27  -15.96

Charge: +3
Kohn-Sham gap in hartree: 0.138

Most stable to least stable, the ends of the list are one and two.

one.
Entry from OMol25: a structure of composition C43H32ClFeN6PSe (the ωB97M-V functional and the def2-TZVPD basis).

Element x y z (Å)
Fe  -0.60  0.89  0.53
N  3.47  0.09  2.27
C  2.33  -0.02  1.58
N  1.33  0.79  1.66
C  1.40  1.87  2.60
N  0.37  2.60  2.84
N  -0.71  2.25  2.09
C  -1.87  2.86  2.36
C  -3.01  2.35  1.71
C  -4.31  2.88  1.90
C  -5.37  2.32  1.27
C  -5.17  1.19  0.43
C  -3.89  0.73  0.27
N  -2.81  1.28  0.87
C  2.66  2.07  3.33
C  2.86  3.14  4.20
C  4.06  3.27  4.89
C  5.07  2.32  4.72
C  4.89  1.26  3.85
C  3.69  1.15  3.16
H  4.18  -0.61  2.14
H  2.28  -0.86  0.90
H  -1.93  3.66  3.08
H  -4.43  3.72  2.56
H  -6.36  2.72  1.40
H  -5.98  0.71  -0.08
H  -3.71  -0.13  -0.36
H  2.07  3.86  4.33
H  4.20  4.10  5.57
H  5.99  2.41  5.27
H  5.66  0.52  3.71
Cl  -1.11  -0.92  2.48
C  -2.28  -1.98  1.73
C  -3.25  -2.54  2.53
C  -4.19  -3.38  1.95
C  -4.15  -3.63  0.58
C  -3.16  -3.05  -0.20
C  -2.20  -2.21  0.36
P  -0.91  -1.40  -0.66
C  0.48  -2.57  -0.51
C  0.32  -3.85  0.01
C  1.39  -4.74  0.02
C  2.62  -4.36  -0.49
C  2.80  -3.07  -0.99
C  1.73  -2.18  -0.99
C  -1.53  -1.66  -2.35
C  -1.18  -2.78  -3.10
C  -1.71  -2.97  -4.37
C  -2.59  -2.04  -4.90
C  -2.94  -0.91  -4.16
C  -2.41  -0.72  -2.90
H  -3.27  -2.33  3.59
H  -4.96  -3.83  2.56
H  -4.88  -4.28  0.13
H  -3.14  -3.26  -1.27
H  -0.63  -4.17  0.41
H  1.25  -5.74  0.42
H  3.45  -5.06  -0.49
H  3.75  -2.76  -1.38
H  1.88  -1.19  -1.39
H  -0.49  -3.51  -2.70
H  -1.43  -3.84  -4.94
H  -2.99  -2.18  -5.89
H  -3.61  -0.18  -4.58
H  -2.68  0.17  -2.34
Se  -1.28  2.71  -1.32
C  -0.98  3.24  -3.09
N  -0.84  3.55  -4.19
C  3.06  0.19  -3.66
C  1.66  0.18  -3.83
C  0.85  0.85  -2.96
C  1.39  1.59  -1.88
C  0.62  2.39  -0.97
C  1.23  3.29  -0.14
C  2.63  3.30  0.02
C  3.38  2.46  -0.74
C  2.80  1.62  -1.73
C  3.61  0.88  -2.62
H  3.69  -0.34  -4.36
H  1.22  -0.36  -4.66
H  -0.22  0.84  -3.12
H  0.62  3.99  0.43
H  3.09  3.98  0.72
H  4.46  2.46  -0.64
H  4.69  0.92  -2.49

Multiplicity: 6
Charge: +1
Kohn-Sham gap (spin up / spin down) in hartree: 0.187 / 0.261

two.
Entry from OMol25: a structure of composition C43H32ClFeN6PSe (the ωB97M-V functional and the def2-TZVPD basis).

Element x y z (Å)
Fe  -1.20  -0.76  -0.06
N  -0.10  -2.25  5.71
C  -1.08  -2.44  4.80
N  -1.40  -1.63  3.86
C  -0.68  -0.45  3.74
N  -0.89  0.38  2.78
N  -1.81  -0.03  1.83
C  -3.03  0.29  2.01
C  -4.03  0.00  0.98
C  -5.34  0.40  1.11
C  -6.23  0.12  0.09
C  -5.77  -0.55  -1.03
C  -4.43  -0.91  -1.09
N  -3.58  -0.65  -0.11
C  0.36  -0.13  4.72
C  1.10  1.05  4.69
C  2.10  1.28  5.61
C  2.39  0.31  6.58
C  1.68  -0.87  6.62
C  0.66  -1.08  5.70
H  0.08  -2.96  6.40
H  -1.63  -3.37  4.90
H  -3.33  0.81  2.91
H  -5.66  0.92  2.00
H  -7.27  0.42  0.16
H  -6.42  -0.79  -1.86
H  -4.03  -1.43  -1.95
H  0.87  1.78  3.93
H  2.66  2.20  5.59
H  3.18  0.48  7.30
H  1.89  -1.62  7.37
Cl  0.89  -2.10  1.55
C  2.22  -0.98  1.59
C  3.05  -0.96  2.70
C  4.14  -0.09  2.70
C  4.38  0.72  1.60
C  3.54  0.68  0.50
C  2.44  -0.17  0.48
P  1.30  -0.31  -0.93
C  1.65  1.16  -1.93
C  1.56  2.42  -1.35
C  1.76  3.56  -2.10
C  2.05  3.46  -3.46
C  2.14  2.21  -4.05
C  1.94  1.06  -3.29
C  1.92  -1.72  -1.88
C  1.19  -2.15  -2.98
C  1.63  -3.22  -3.74
C  2.80  -3.88  -3.39
C  3.53  -3.46  -2.29
C  3.10  -2.38  -1.54
H  2.85  -1.61  3.54
H  4.79  -0.06  3.56
H  5.24  1.38  1.60
H  3.75  1.31  -0.36
H  1.33  2.52  -0.29
H  1.70  4.54  -1.64
H  2.21  4.35  -4.05
H  2.37  2.12  -5.10
H  2.03  0.09  -3.76
H  0.27  -1.64  -3.26
H  1.05  -3.54  -4.60
H  3.13  -4.73  -3.97
H  4.43  -3.98  -2.01
H  3.68  -2.06  -0.68
Se  -1.84  -3.04  -0.70
C  -0.28  -4.01  -0.66
N  0.66  -4.68  -0.64
C  -2.36  1.29  -5.29
C  -2.15  0.03  -4.71
C  -1.90  -0.08  -3.37
C  -1.84  1.06  -2.54
C  -1.54  0.97  -1.15
C  -1.50  2.13  -0.40
C  -1.76  3.39  -0.98
C  -2.04  3.49  -2.31
C  -2.07  2.33  -3.13
C  -2.33  2.41  -4.52
H  -2.56  1.37  -6.35
H  -2.19  -0.86  -5.33
H  -1.75  -1.06  -2.93
H  -1.24  2.10  0.65
H  -1.73  4.28  -0.36
H  -2.23  4.45  -2.77
H  -2.50  3.39  -4.95

Multiplicity: 6
Charge: +1
Kohn-Sham gap (spin up / spin down) in hartree: 0.261 / 0.236

Most stable to least stable, the ends of the list are one and two.

one.
Entry from OMol25: a cluster of 2 separate species, C9H11NOS in total (the ωB97M-V functional and the def2-TZVPD basis).

Element x y z (Å)
C  3.66  2.64  -0.85
C  2.34  1.88  -0.85
C  1.75  1.25  0.16
C  0.58  0.33  0.08
C  0.16  -0.32  1.25
C  -1.04  -1.10  1.18
C  -1.63  -1.33  -0.04
C  -2.84  -2.16  -0.22
C  -1.04  -0.72  -1.20
N  -0.07  0.14  -1.15
H  3.94  2.87  0.11
H  3.30  3.58  -1.28
H  4.53  2.23  -1.38
H  1.71  1.96  -1.71
H  2.10  1.21  1.19
H  0.75  -0.01  2.12
H  -1.50  -1.61  2.05
H  -3.40  -2.38  0.67
H  -3.47  -1.78  -1.03
H  -2.31  -3.07  -0.56
H  -1.25  -0.94  -2.26
O  3.36  -2.24  -0.13
S  2.45  -1.95  1.03

Structure (SMILES): C/C=C/c1ccc(C)cn1.O=S
Kohn-Sham gap (spin up / spin down) in hartree: 0.257 / 0.260

two.
Entry from OMol25: a cluster of 2 separate species, C9H11NOS in total (the ωB97M-V functional and the def2-TZVPD basis).

Element x y z (Å)
C  -0.62  -3.54  0.19
C  -1.58  -2.89  1.05
C  0.26  -2.79  -0.60
C  -1.83  -1.54  0.98
C  0.07  -1.36  -0.82
C  -0.99  -0.68  0.04
C  -1.23  0.60  -0.10
C  1.58  2.30  0.85
C  1.71  3.10  -1.23
N  1.35  2.08  -0.52
O  -1.55  3.10  0.45
S  -1.98  1.98  -0.39
H  -0.85  -4.67  0.05
H  -2.04  -3.54  1.72
H  1.00  -3.27  -1.23
H  -2.57  -1.12  1.64
H  -0.27  -1.29  -1.83
H  0.77  2.85  1.33
H  1.70  1.26  1.32
H  2.47  2.84  1.05
H  0.99  -0.62  -0.83
H  1.47  3.15  -2.26
H  2.15  4.08  -0.86

Kohn-Sham gap in hartree: 0.295

Most stable to least stable, the ends of the list are one and two.